Entry 1:
Molecular formula: C5H6NO3S
Method: DFT, wB97M-V/def2-TZVPD

Electronic energy (eV): -23748.323
LUMO (eV): 3.435
Relative energy (zero: lowest compared OMol25 entry of this formula, charge and spin) (kcal per mole): 66.8
Net charge: -1
Spin multiplicity: 1
Orbital gap (eV): 7.32

The geometry in XYZ format:
```
16
Properties=species:S:1:pos:R:3:nbo_charge:R:1
C 1.28 0.79 -1.39 -0.2657
C 2.25 1.22 -0.39 -0.4015
C 0.13 0.24 -1.04 -0.2084
C 1.93 1.16 0.90 0.1828
C -0.27 0.02 0.43 0.3512
N -2.67 -2.28 1.20 -1.0368
O -1.44 0.53 0.63 -0.8337
O -2.04 -2.13 -1.05 -0.9370
O 0.76 0.61 1.28 -0.5361
S -2.83 -1.43 -0.06 1.4944
H 1.55 0.96 -2.45 0.1828
H 3.11 1.83 -0.70 0.1897
H -0.54 -0.30 -1.71 0.2107
H 2.32 1.69 1.72 0.1686
H -0.19 -1.00 0.75 0.1028
H -3.34 -1.92 1.87 0.3361
```

***

Entry 2:
Molecular formula: C3H6FNO
Method: DFT, wB97M-V/def2-TZVPD

Electronic energy (eV): -9460.893
LUMO (eV): 0.071
Relative energy (zero: lowest compared OMol25 entry of this formula, charge and spin) (kcal per mole): 66.9
Spin multiplicity: 1
Orbital gap (eV): 9.26

The geometry in XYZ format:
```
12
Properties=species:S:1:pos:R:3:nbo_charge:R:1
C 1.76 0.33 0.50 0.4796
C -1.03 -0.97 -0.20 -0.7246
C -0.89 0.36 -0.82 0.5325
N 0.64 0.98 0.55 -0.7418
O 2.27 -0.32 -0.39 -0.6524
F -1.89 1.27 -0.78 -0.3122
H 2.25 0.29 1.48 0.0821
H -0.05 -1.31 0.17 0.2827
H -1.69 -0.92 0.70 0.2428
H -1.34 -1.63 -0.96 0.2395
H -0.30 0.58 -1.67 0.1963
H 0.28 1.34 1.41 0.3755
```

***

Entry 3:
Molecular formula: C31H40InN4O
Method: DFT, wB97M-V/def2-TZVPD

Electronic energy (eV): -45975.950
LUMO (eV): 2.623
Relative energy (zero: lowest compared OMol25 entry of this formula, charge and spin) (kcal per mole): 0.0
Net charge: -1
Spin multiplicity: 1
Orbital gap (eV): 4.60

The geometry in XYZ format:
```
77
Properties=species:S:1:pos:R:3:lowdin_charge:R:1
In 0.20 -0.53 -1.34 0.8050
N 0.28 1.36 -2.51 -0.0824
N -2.18 1.45 -0.92 -0.0741
C 0.57 -1.50 2.13 -0.2782
C 0.38 -0.16 2.56 -0.2689
C 1.52 0.59 2.17 -0.2640
C 1.70 2.04 2.35 -0.0794
H 0.99 2.44 3.08 0.0563
H 1.56 2.57 1.40 0.0495
H 2.72 2.26 2.70 0.0680
C 2.41 -0.28 1.48 -0.2867
C 3.70 0.10 0.88 -0.0835
H 4.53 -0.02 1.60 0.0692
H 3.67 1.15 0.55 0.0380
H 3.93 -0.53 0.01 0.0665
C 1.82 -1.57 1.45 -0.3289
C 2.40 -2.75 0.78 -0.1152
H 2.59 -2.55 -0.29 0.0299
H 1.72 -3.61 0.85 0.0555
H 3.35 -3.04 1.24 0.0663
C -0.81 0.39 3.24 -0.0934
H -0.51 1.12 4.00 0.0631
H -1.38 -0.41 3.74 0.0563
H -1.47 0.90 2.53 0.0585
C -0.40 -2.61 2.25 -0.0705
H -1.07 -2.64 1.37 0.0499
H -1.03 -2.49 3.14 0.0661
H 0.11 -3.58 2.31 0.0669
C 0.94 1.26 -3.67 -0.1969
H 1.42 0.30 -3.88 0.0716
C 1.03 2.35 -4.54 -0.1210
H 1.50 2.21 -5.51 0.0771
C 0.50 3.59 -4.16 -0.1110
H 0.60 4.47 -4.80 0.0930
C -0.15 3.70 -2.95 -0.0581
H -0.58 4.62 -2.56 0.1030
C -0.40 2.51 -2.19 -0.2928
C -1.46 2.56 -1.28 -0.0920
H -2.03 3.49 -1.18 0.1013
C -1.78 0.11 -0.87 -0.1718
C -3.53 1.58 -0.56 -0.0356
H -3.97 2.55 -0.53 0.1172
C -4.00 0.35 -0.42 -0.0743
H -5.01 0.05 -0.19 0.1195
N -2.93 -0.54 -0.47 -0.0209
C -3.06 -1.87 0.03 -0.1402
C -3.68 -2.03 1.29 -0.1945
C -3.88 -3.33 1.77 -0.0132
H -4.37 -3.46 2.74 0.1135
C -3.47 -4.45 1.04 -0.2696
C -3.73 -5.83 1.57 -0.0597
H -2.80 -6.37 1.78 0.0830
H -4.29 -6.43 0.83 0.0769
H -4.32 -5.79 2.49 0.0709
C -2.84 -4.26 -0.19 -0.0071
H -2.53 -5.12 -0.78 0.1209
C -2.66 -2.98 -0.74 -0.1992
C -2.10 -2.87 -2.13 -0.0873
H -2.55 -2.06 -2.72 0.0831
H -2.29 -3.82 -2.64 0.0781
H -1.00 -2.75 -2.14 -0.0089
C -4.03 -0.88 2.16 -0.0375
H -4.83 -0.25 1.75 0.0628
H -3.18 -0.22 2.38 0.0649
H -4.39 -1.26 3.12 0.0824
C 4.83 2.39 -1.88 -0.0391
N 4.37 3.62 -1.25 -0.1957
C 5.36 4.64 -0.94 -0.0698
C 3.12 3.71 -0.75 -0.3019
O 2.30 2.78 -0.74 -0.0061
H 5.63 2.64 -2.58 0.0781
H 4.00 1.91 -2.41 0.0912
H 5.23 1.68 -1.14 0.0874
H 4.86 5.62 -0.91 0.0812
H 5.83 4.46 0.04 0.0895
H 6.14 4.63 -1.70 0.0787
H 2.90 4.71 -0.32 0.1396
```

***

Entry 4:
Molecular formula: C5H10O2
Method: DFT, wB97M-V/def2-TZVPD

Electronic energy (eV): -9438.545
LUMO (eV): 0.606
Relative energy (zero: lowest compared OMol25 entry of this formula, charge and spin) (kcal per mole): 103.7
Spin multiplicity: 1
Orbital gap (eV): 7.97
Structure (SMILES): C/C=C\C=C\O.O

The geometry in XYZ format:
```
17
Properties=species:S:1:pos:R:3:nbo_charge:R:1
C -0.71 0.44 -1.76 -0.6320
C -1.58 0.95 -0.52 -0.1746
C -0.92 1.45 0.58 -0.2324
C 0.04 0.59 1.27 -0.2953
C 0.97 0.93 2.26 0.1172
O 1.85 -0.11 2.40 -0.6751
H -0.54 1.19 -2.47 0.2177
H 0.25 0.14 -1.37 0.2052
H -1.01 -0.44 -2.17 0.2118
H -2.68 1.14 -0.55 0.1974
H -1.30 2.39 1.02 0.2018
H 0.35 -0.25 0.67 0.2028
H 1.04 1.87 2.81 0.1844
H 2.65 0.36 2.53 0.4704
O 0.29 -3.56 -1.90 -0.9354
H 1.26 -3.72 -1.82 0.4676
H 0.04 -3.35 -0.98 0.4685
```

***

Entry 5:
Molecular formula: C4H7F2P
Method: DFT, wB97M-V/def2-TZVPD

Electronic energy (eV): -18982.604
LUMO (eV): 1.077
Relative energy (zero: lowest compared OMol25 entry of this formula, charge and spin) (kcal per mole): 6.0
Spin multiplicity: 1
Orbital gap (eV): 10.63
Structure (SMILES): FC(F)(P)C1CC1

The geometry in XYZ format:
```
14
Properties=species:S:1:pos:R:3:nbo_charge:R:1
F 1.37 -0.60 1.33 -0.3745
C 1.59 -0.55 -0.02 0.5385
F 2.39 -1.53 -0.46 -0.3422
P 2.44 1.23 -0.22 0.1920
C 0.09 -0.66 -0.76 -0.2904
C -1.13 -1.29 -0.17 -0.4075
C -0.86 0.14 0.03 -0.4176
H 3.49 0.90 0.65 0.0044
H 1.38 1.84 0.40 -0.0076
H 0.34 -0.50 -1.75 0.2223
H -1.03 -2.03 0.63 0.2261
H -1.85 -1.54 -0.88 0.2223
H -1.59 0.94 -0.42 0.2123
H -0.49 0.43 0.94 0.2221
```

***

Entry 6:
Molecular formula: C17H14N4O2Os
Method: DFT, wB97M-V/def2-TZVPD

Electronic energy (eV): -30360.427
LUMO (alpha / beta) (eV): -9.866 / -9.867
Net charge: +2
Spin multiplicity: 1
Orbital gap (alpha / beta) (eV): 4.84 / 4.84

The geometry in XYZ format:
```
38
Properties=species:S:1:pos:R:3:nbo_charge:R:1
Os -0.67 -0.03 0.71 1.2890
O -0.73 -1.63 1.78 -0.6526
C 0.31 -2.38 2.14 0.5122
C 0.08 -3.41 3.03 -0.2974
C 1.12 -4.23 3.44 0.0045
C 2.44 -4.06 2.98 -0.2272
C 2.70 -3.06 2.09 -0.0613
C 1.66 -2.17 1.65 -0.2049
C 2.03 -1.20 0.76 0.2513
N 1.17 -0.26 0.25 -0.2753
N 1.70 0.47 -0.74 -0.3014
C 0.74 1.21 -1.30 0.5838
O -0.52 1.06 -0.86 -0.5945
C 1.01 2.12 -2.36 -0.1182
C -0.05 2.83 -2.96 -0.1398
C 0.22 3.71 -3.98 -0.2103
C 1.54 3.89 -4.42 -0.0878
C 2.59 3.19 -3.83 -0.2109
C 2.33 2.30 -2.81 -0.1275
H -0.92 -3.57 3.40 0.2533
H 0.91 -5.03 4.14 0.2571
H 3.23 -4.72 3.31 0.2671
H 3.70 -2.91 1.71 0.2499
H 3.05 -1.13 0.40 0.2568
H -1.06 2.69 -2.62 0.2294
H -0.58 4.27 -4.45 0.2449
H 1.74 4.58 -5.22 0.2438
H 3.60 3.33 -4.18 0.2470
H 3.14 1.75 -2.34 0.2414
N -3.45 -0.59 1.76 -0.3018
C -4.73 -0.22 1.69 0.0806
C -4.81 0.84 0.79 -0.2966
C -3.52 1.05 0.36 0.0463
N -2.67 0.18 0.95 -0.3910
H -3.03 -1.32 2.31 0.4451
H -5.49 -0.72 2.26 0.2651
H -5.70 1.38 0.50 0.2789
H -3.13 1.77 -0.34 0.2510
```

***

Entry 7:
Molecular formula: C37H53AsN3O4P2SZr
Method: DFT, wB97M-V/def2-TZVPD

Electronic energy (eV): -143402.482
LUMO (eV): -8.606
Relative energy (zero: lowest compared OMol25 entry of this formula, charge and spin) (kcal per mole): 31.6
Net charge: +3
Spin multiplicity: 1
Orbital gap (eV): 7.55

The geometry in XYZ format:
```
102
Properties=species:S:1:pos:R:3:lowdin_charge:R:1
Zr 0.45 0.82 0.08 1.5558
N -1.49 2.09 -0.47 -0.0183
C -2.89 1.69 -0.46 -0.3028
C -3.89 2.65 -0.49 -0.0061
C -5.21 2.27 -0.58 -0.0267
C -5.54 0.92 -0.66 -0.0283
C -4.54 -0.04 -0.62 -0.0440
C -3.20 0.34 -0.50 -0.2920
P -1.80 -0.86 -0.41 1.0845
C -2.43 -1.89 0.98 -0.3381
C -3.54 -2.73 0.92 -0.0795
C -3.98 -3.37 2.07 -0.0273
C -3.33 -3.21 3.28 -0.0321
C -2.22 -2.37 3.35 -0.0687
C -1.78 -1.72 2.21 -0.1661
C -2.14 -1.79 -1.95 -0.3817
C -2.17 -1.05 -3.14 -0.1057
C -2.44 -1.68 -4.34 -0.0463
C -2.68 -3.05 -4.37 -0.0340
C -2.62 -3.79 -3.20 -0.0380
C -2.33 -3.16 -1.99 -0.1015
H -1.26 2.32 -1.45 0.1254
H -1.43 3.00 0.04 0.0555
H -3.62 3.70 -0.46 0.1240
H -5.99 3.02 -0.61 0.1255
H -6.57 0.62 -0.76 0.1255
H -4.81 -1.08 -0.70 0.1052
H -4.06 -2.90 0.00 0.1012
H -4.85 -4.01 2.01 0.1248
H -3.67 -3.72 4.16 0.1235
H -1.71 -2.24 4.29 0.1023
H -0.91 -1.07 2.25 0.0339
H -2.00 0.02 -3.11 0.1062
H -2.47 -1.11 -5.25 0.1190
H -2.89 -3.54 -5.30 0.1224
H -2.78 -4.85 -3.22 0.1213
H -2.27 -3.75 -1.09 0.1013
C -2.04 1.49 3.82 -0.1379
As -0.11 1.23 3.62 1.1550
C 0.83 2.82 4.23 -0.1537
C 0.57 -0.21 4.75 -0.1531
O 0.24 0.80 2.01 -0.6861
H -2.23 1.80 4.85 0.0646
H -2.59 0.57 3.61 0.0402
H -2.37 2.29 3.14 0.0534
H 0.43 3.08 5.21 0.0712
H 0.71 3.66 3.55 0.0123
H 1.89 2.59 4.35 0.0605
H 0.12 -0.14 5.74 0.0654
H 1.65 -0.07 4.86 0.0523
H 0.38 -1.20 4.34 0.0304
O 1.24 4.85 1.92 -0.2528
S 0.59 4.58 0.68 0.7384
O -0.85 4.58 0.67 -0.2778
N 0.92 3.00 0.24 -0.1973
C 1.26 2.95 -1.03 -0.5176
O 1.17 1.81 -1.60 -0.1809
C 1.67 4.23 -1.62 -0.1260
C 2.38 4.46 -2.80 0.0401
C 2.77 5.76 -3.08 -0.0050
C 2.47 6.80 -2.21 0.0072
C 1.75 6.57 -1.04 0.0111
C 1.37 5.29 -0.76 -0.1826
H 2.64 3.64 -3.45 0.1334
H 3.33 5.97 -3.98 0.1314
H 2.81 7.80 -2.44 0.1346
H 1.52 7.38 -0.36 0.1391
N 2.84 1.30 0.93 0.0434
H 3.50 0.73 1.46 0.0609
H 2.61 2.09 1.54 0.0539
H 3.38 1.69 0.15 0.0723
C 0.61 -3.61 0.72 -0.0996
C 0.92 -3.05 -0.66 -0.5212
C 1.49 -4.15 -1.56 -0.0699
P 1.90 -1.44 -0.50 1.0363
C 2.59 -1.21 -2.22 -0.5201
C 1.41 -0.94 -3.15 -0.1029
C 3.63 -0.09 -2.29 -0.0958
C 3.43 -1.78 0.55 -0.5244
C 3.06 -1.74 2.04 -0.1292
C 4.23 -3.04 0.22 -0.0716
H -0.23 -4.29 0.68 0.0958
H 0.36 -2.81 1.42 0.0420
H 1.46 -4.17 1.10 0.0801
H -0.01 -2.71 -1.13 0.0358
H 2.39 -4.59 -1.13 0.0745
H 1.71 -3.80 -2.56 0.0731
H 0.75 -4.94 -1.64 0.0987
H 3.08 -2.14 -2.51 0.1105
H 0.85 -0.05 -2.83 0.0435
H 0.74 -1.79 -3.21 0.0678
H 1.79 -0.75 -4.16 0.1020
H 3.18 0.88 -2.05 0.0444
H 4.01 -0.04 -3.30 0.0998
H 4.48 -0.27 -1.63 0.0749
H 4.09 -0.93 0.33 0.0775
H 2.69 -2.71 2.37 0.0779
H 2.28 -0.99 2.23 0.0261
H 3.94 -1.52 2.64 0.0970
H 3.70 -3.95 0.47 0.0717
H 5.15 -3.03 0.80 0.1016
H 4.51 -3.06 -0.83 0.0834
```

***

What is the spin multiplicity in the second record?
1